No. 1
The following is a DFT calculation (the ωB97M-V functional and the def2-TZVPD basis) of the molecule C2H3O2P in a non-equilibrium geometry.

Properties
E_LUMO ... -0.40 eV
Structure (SMILES) ... C=COP=O
Gap between HOMO and LUMO ... 9.43 eV
Molecular weight ... 90.0 u

Cartesian coordinates (Å):
P (-1.39, 0.70, 1.56)
O (-2.27, -0.11, 2.31)
O (-0.38, -0.31, 0.66)
C (0.65, -0.18, -1.31)
C (0.66, 0.06, -0.06)
H (-0.21, -0.80, -1.53)
H (1.54, 0.55, 0.35)
H (1.40, 0.08, -1.97)

---

No. 2
The following is a DFT calculation (the ωB97M-V functional and the def2-TZVPD basis) of the molecule C3H2O3S in a non-equilibrium geometry.

Properties
E_LUMO ... -0.02 eV
Structure (SMILES) ... O=c1occ(S)o1
Gap between HOMO and LUMO ... 9.26 eV
Molecular weight ... 118.1 u

Cartesian coordinates (Å):
S (-1.61, 1.78, -0.52)
O (2.17, -1.73, -0.68)
O (0.43, -1.35, 0.83)
O (0.80, 0.17, -0.63)
C (-0.69, -0.53, 0.73)
C (1.22, -1.03, -0.18)
C (-0.48, 0.53, -0.08)
H (-1.31, -0.59, 1.54)
H (-0.54, 2.76, -1.01)

---

No. 3
The following is a DFT calculation (the ωB97M-V functional and the def2-TZVPD basis) of a cluster of 8 separate species, C5H29N2O8 in total in a non-equilibrium geometry.

Properties
E_LUMO ... -2.55 eV
Charge ... +1
Gap between HOMO and LUMO ... 10.02 eV
Molecular weight ... 245.3 u

Cartesian coordinates (Å):
O (3.14, -1.37, 0.32)
O (2.73, 1.11, 2.16)
O (1.41, -3.05, -0.22)
O (1.04, 1.74, -0.61)
O (1.05, 4.59, 0.44)
O (0.84, 0.30, 3.92)
O (3.00, 0.44, -1.98)
O (-1.38, 2.90, -0.75)
N (0.53, -0.73, -0.76)
N (-2.47, -0.52, -1.09)
C (-3.60, -0.36, -0.16)
C (-0.38, -1.81, -1.36)
C (-3.30, 0.63, 0.98)
C (0.28, -3.23, -0.97)
C (-1.86, -1.87, -0.97)
H (-0.20, -1.69, -2.44)
H (2.10, -3.69, -0.44)
H (1.27, 2.12, 0.26)
H (0.33, -3.77, -1.92)
H (0.90, -0.17, -1.51)
H (-1.87, -2.09, 0.10)
H (3.61, 0.84, -2.60)
H (-2.43, -2.67, -1.50)
H (-2.37, 0.37, 1.48)
H (3.85, -0.76, 0.08)
H (-0.02, -0.06, -0.20)
H (-0.13, 0.30, 4.03)
H (-2.74, -0.30, -2.04)
H (-4.07, -1.24, 0.28)
H (3.54, -1.96, 0.97)
H (1.33, -1.12, -0.18)
H (2.61, 1.09, -1.37)
H (0.64, 4.10, 1.15)
H (2.12, 0.62, 2.75)
H (-0.43, -3.84, -0.37)
H (-4.36, 0.10, -0.78)
H (2.83, 0.75, 1.28)
H (-4.13, 0.52, 1.72)
H (-1.79, 2.33, -1.40)
H (-1.95, 3.48, -0.23)
H (0.69, 2.53, -1.07)
H (-3.14, 1.67, 0.72)
H (1.81, 4.31, -0.05)
H (0.94, -0.57, 4.35)

---

No. 4
The following is a DFT calculation (the ωB97M-V functional and the def2-TZVPD basis) of a structure of composition C34H41NO3Si in a non-equilibrium geometry.

Properties
E_LUMO ... -0.57 eV
Gap between HOMO and LUMO ... 5.59 eV
Molecular weight ... 539.8 u

Cartesian coordinates (Å):
Si (-4.17, 1.99, -1.43)
O (1.74, -0.50, -2.80)
O (-2.60, 2.11, -0.88)
O (4.76, -0.27, -1.64)
N (0.76, 1.35, 0.35)
C (5.36, -2.02, -3.17)
C (-1.95, 1.78, 1.43)
C (1.70, -2.67, -3.77)
C (-2.92, 3.22, 3.11)
C (-2.35, 2.43, 4.11)
C (4.48, -1.35, -2.15)
C (2.88, -2.50, 2.91)
C (-1.45, -0.64, -1.53)
C (2.81, -1.65, 0.59)
C (-1.38, 0.99, 2.44)
C (-1.66, -1.98, -1.85)
C (1.25, 0.14, 0.10)
C (-5.21, 1.03, -0.22)
C (1.36, 2.23, 1.34)
C (5.31, -3.80, 2.40)
C (-1.72, 1.39, -0.05)
C (-2.32, -2.82, -0.95)
C (-2.69, 2.92, 1.77)
C (3.56, -3.12, 3.94)
C (-4.09, 1.13, -3.07)
C (2.15, -0.51, 0.96)
C (4.78, -3.78, 3.70)
C (-2.61, -0.94, 0.56)
C (3.44, -2.45, 1.59)
C (-1.56, 1.33, 3.78)
C (-0.31, 1.95, -0.44)
C (4.64, -3.17, 1.35)
C (-4.75, 3.74, -1.59)
C (0.66, 3.58, 1.14)
C (3.23, -2.10, -1.81)
C (-1.88, -0.13, -0.31)
C (-2.79, -2.30, 0.26)
C (2.20, -1.65, -2.78)
C (-0.15, 3.45, -0.15)
H (-1.08, 0.73, 4.55)
H (0.01, 3.79, 2.00)
H (-3.54, 4.09, 3.35)
H (-1.32, -2.35, -2.81)
H (-3.31, -2.94, 0.98)
H (-0.94, 0.02, -2.24)
H (5.06, -3.17, 0.34)
H (-5.11, 1.07, -3.49)
H (-5.76, 3.75, -2.04)
H (-3.10, 3.56, 0.98)
H (2.92, -1.85, -0.59)
H (-3.06, -0.52, 1.46)
H (-5.02, -0.05, -0.30)
H (-1.11, 3.98, -0.13)
H (-2.47, -3.87, -1.19)
H (-5.03, 1.35, 0.81)
H (-6.26, 1.22, -0.47)
H (5.06, -1.71, -4.19)
H (1.40, 4.39, 1.07)
H (1.20, 1.85, 2.36)
H (0.43, 3.86, -0.98)
H (1.91, -2.02, 3.08)
H (3.36, -3.18, -1.87)
H (0.65, -2.87, -3.56)
H (5.29, -3.11, -3.11)
H (-0.13, 1.74, -1.51)
H (-4.08, 4.33, -2.23)
H (3.15, -3.09, 4.95)
H (-3.69, 0.11, -2.98)
H (2.45, 2.32, 1.20)
H (-2.53, 2.67, 5.16)
H (5.30, -4.27, 4.52)
H (-0.82, 0.09, 2.16)
H (2.26, -3.61, -3.73)
H (0.94, -0.35, -0.82)
H (6.39, -1.70, -3.00)
H (6.26, -4.29, 2.21)
H (-4.82, 4.24, -0.61)
H (2.29, -0.06, 1.95)
H (-3.45, 1.68, -3.77)
H (1.78, -2.24, -4.78)

---

No. 5
The following is a DFT calculation (the ωB97M-V functional and the def2-TZVPD basis) of a cluster of 2 separate species, C6H14N2O2 in total in a non-equilibrium geometry.

Properties
E_LUMO (alpha / beta) ... -3.17 / -8.58 eV
Multiplicity ... 2
Charge ... +1
Gap between HOMO and LUMO (alpha / beta) ... 10.01 / 4.59 eV
Molecular weight ... 146.2 u

Cartesian coordinates (Å):
O (0.86, -0.98, 0.99)
O (-1.10, 3.34, -1.26)
N (-1.08, 1.41, -0.07)
N (1.10, -2.77, -0.30)
C (-0.55, 2.64, -0.45)
C (-2.45, 0.97, -0.41)
C (-0.18, -2.96, 1.84)
C (0.82, 2.99, 0.12)
C (1.96, -1.94, -1.24)
C (0.52, -2.16, 0.79)
H (-0.72, -3.84, 1.46)
H (1.39, 3.75, -0.43)
H (1.49, 2.12, 0.03)
H (2.79, -2.64, -1.40)
H (0.58, 3.31, 1.15)
H (0.58, -3.46, -0.83)
H (-0.97, -2.30, 2.23)
H (-0.44, 0.69, 0.25)
H (0.45, -3.26, 2.66)
H (1.34, -1.41, -1.98)
H (2.38, -1.12, -0.68)
H (-2.82, 1.61, -1.20)
H (-2.59, -0.09, -0.46)
H (-2.93, 1.38, 0.49)

---

No. 6
The following is a DFT calculation (the ωB97M-V functional and the def2-TZVPD basis) of a cluster of 2 separate species, CH4N2O in total in a non-equilibrium geometry.

Properties
E_LUMO ... 0.67 eV
Gap between HOMO and LUMO ... 10.57 eV
Molecular weight ... 60.1 u

Cartesian coordinates (Å):
O (-1.46, -0.24, 0.26)
N (0.93, 0.39, 0.63)
N (0.89, -0.93, 0.02)
C (-0.21, -0.05, -0.17)
H (1.39, 1.07, 0.07)
H (-1.90, 0.57, 0.04)
H (-0.16, 0.77, -1.55)
H (0.51, -1.58, 0.70)